*P*
An isolated ion of composition C3H8N3O and charge +1, computed with the ωB97M-V functional and the def2-TZVPD basis.

## Properties
E_LUMO, eV: -3.152
Molar mass, g/mol: 102.1
Charge: +1
E_HOMO, eV: -13.6
Frontier orbital gap, hartree: 0.383
SMILES: CN1OCNC1=[NH2+]

CARTESIAN COORDINATES (ANGSTROEM)
1 C -1.32108 -1.51608 -0.00004
2 N -0.16574 -0.62875 0.13097
3 O 1.14901 -1.13267 0.23278
4 C 2.04234 -0.00960 0.16008
5 N 1.12753 1.12029 -0.02752
6 C -0.13013 0.68465 -0.01808
7 N -1.31292 1.39430 -0.00188
8 H -1.32549 -2.15588 0.88948
9 H -2.01561 -0.92023 -0.43391
10 H -1.02113 -2.21510 -0.78028
11 H 2.74813 -0.15569 -0.58264
12 H 2.48263 0.11358 1.05354
13 H 1.28262 2.10083 -0.36550
14 H -1.30770 2.44076 -0.16321
15 H -2.23246 0.87959 -0.09378

*Q*
C3H8N3O as an isolated structure, computed with the ωB97M-V functional and the def2-TZVPD basis.

## Properties
E_LUMO, eV: -3.688
Molar mass, g/mol: 102.1
Charge: +1
E_HOMO, eV: -14.2
Frontier orbital gap, hartree: 0.387

CARTESIAN COORDINATES (ANGSTROEM)
1 C -0.96320 0.16782 0.18777
2 C -1.39137 -1.77644 -0.35491
3 C -0.17427 -0.89796 -0.40256
4 N -1.99601 -0.63992 0.30873
5 N 1.00805 -0.97101 -0.78763
6 N 1.83033 2.01270 0.43874
7 O -0.66082 1.32532 0.44541
8 H -1.75697 -2.10224 -1.33756
9 H -1.54562 -2.70840 0.31107
10 H -2.93257 -0.45490 0.64833
11 H 1.42243 -1.90814 -1.14376
12 H 2.46035 1.61580 -0.24696
13 H 0.89000 1.39159 0.49211
14 H 1.29444 2.78852 0.23462
15 H 2.51520 2.15725 1.20659

Relative energies with respect to the most stable structure, expressed in kJ/mol: *P* 114.8; *Q* 0.0.

*P*
An isolated ion of composition C3H8N3O and charge +1, computed with the ωB97M-V functional and the def2-TZVPD basis.

## Properties
E_LUMO (spin up / spin down), eV: -5.046 / -4.596
Molar mass, g/mol: 102.1
Charge: +1
E_HOMO (spin up / spin down), eV: -12.8 / -13.1
Frontier orbital gap (spin up / spin down), hartree: 0.286 / 0.314

CARTESIAN COORDINATES (ANGSTROEM)
1 C 1.72529 -1.45932 1.38258
2 C 1.53144 -1.93587 0.19896
3 C -0.06041 0.75924 0.19022
4 N -0.44626 -0.38299 0.94838
5 N -1.13509 0.98988 -0.90962
6 N -0.73972 -1.41464 0.16805
7 O 0.43299 -2.02147 -0.62556
8 H 2.06422 -1.45820 2.39926
9 H 2.50119 -2.29437 -0.21038
10 H 0.80363 0.73710 -0.39362
11 H 0.05455 1.49274 0.92213
12 H -0.64561 0.68031 -1.74133
13 H -1.34723 2.00102 -0.97863
14 H -0.99284 -2.18746 0.73077
15 H -2.02189 0.52020 -0.75257

*Q*
A 2-piece molecular cluster, C3H8N3O overall, computed with the ωB97M-V functional and the def2-TZVPD basis.

## Properties
E_LUMO (spin up / spin down), eV: -4.396 / -5.837
Molar mass, g/mol: 102.1
Charge: +1
E_HOMO (spin up / spin down), eV: -14.3 / -13.3
Frontier orbital gap (spin up / spin down), hartree: 0.364 / 0.273

CARTESIAN COORDINATES (ANGSTROEM)
1 C -3.45478 -0.09041 -0.20793
2 C 1.15680 -0.02237 0.22868
3 C 2.33786 0.54200 -0.59379
4 N -2.37969 0.29475 -0.61368
5 N 1.13136 -1.32994 0.40185
6 N 0.20351 0.78951 0.71914
7 O -0.96694 0.33544 0.99339
8 H -4.40843 -0.08325 -0.69029
9 H -3.71540 -0.38426 0.81154
10 H 1.90976 1.53387 -0.91503
11 H 3.30505 0.58908 0.06923
12 H 2.32524 -0.14364 -1.49745
13 H 1.82767 -1.92525 -0.02460
14 H 0.49175 -1.84949 0.89898
15 H 0.23624 1.74395 0.41995

*R*
An isolated ion of composition C3H8N3O and charge +1, computed with the ωB97M-V functional and the def2-TZVPD basis.

## Properties
E_LUMO (spin up / spin down), eV: -5.486 / -5.486
Molar mass, g/mol: 102.1
Charge: +1
E_HOMO (spin up / spin down), eV: -14.5 / -14.5
Frontier orbital gap (spin up / spin down), hartree: 0.333 / 0.333
SMILES: [H]/N=[N+]1/CCNCO1

CARTESIAN COORDINATES (ANGSTROEM)
1 H -3.04738 -0.70664 -0.49478
2 N -2.51994 0.20570 -0.24466
3 N -1.35908 -0.02774 0.09650
4 C -0.47913 1.05720 0.34566
5 C 1.02421 0.92812 -0.23227
6 N 1.56436 -0.37598 0.13195
7 C 0.71533 -1.37036 -0.19165
8 O -0.76321 -1.28587 0.22006
9 H -0.49123 1.05026 1.36759
10 H -0.93747 2.02672 0.06270
11 H 1.05836 1.10487 -1.31747
12 H 1.59951 1.73412 0.28888
13 H 2.17680 -0.50902 1.04846
14 H 0.56505 -1.48372 -1.31602
15 H 0.89382 -2.34764 0.23506

*S*
An isolated ion of composition C3H8N3O and charge +1, computed with the ωB97M-V functional and the def2-TZVPD basis.

## Properties
E_LUMO, eV: -3.552
Molar mass, g/mol: 102.1
Charge: +1
E_HOMO, eV: -14.6
Frontier orbital gap, hartree: 0.406
SMILES: C[C@@]1(N)[NH+]=CNO1

CARTESIAN COORDINATES (ANGSTROEM)
1 C -1.17310 0.70715 1.14309
2 C 0.00733 0.48570 0.33712
3 N 1.20007 0.95699 0.85537
4 N 0.15268 -1.29874 -0.00409
5 C 0.28372 -1.45373 -1.26960
6 N 0.25824 -0.22965 -1.89298
7 O -0.19573 0.82795 -1.04094
8 H -2.12076 0.05272 0.86494
9 H -1.41081 1.77054 0.92696
10 H -1.04831 0.53287 2.27292
11 H 1.88312 1.27653 0.18012
12 H 1.55509 0.80432 1.80957
13 H -0.33002 -2.03048 0.47571
14 H 0.29628 -2.31513 -1.83970
15 H 0.64220 -0.08704 -2.81850

Relative energies with respect to the most stable structure, expressed in kJ/mol: *P* 424.7; *Q* 220.5; *R* 150.9; *S* 0.0.

*P*
A 2-piece molecular cluster, C3H8N3O overall, computed with the ωB97M-V functional and the def2-TZVPD basis.

## Properties
E_LUMO, eV: -6.679
Molar mass, g/mol: 102.1
Charge: +1
E_HOMO, eV: -14.1
Frontier orbital gap, hartree: 0.273

CARTESIAN COORDINATES (ANGSTROEM)
1 C -0.68932 0.62868 0.79189
2 C 0.89568 0.64652 -0.67541
3 C -0.67960 0.33311 -0.80914
4 N -1.36832 0.47574 -1.80906
5 N -0.94038 -1.84678 -0.13268
6 N 0.72705 0.67936 0.72888
7 O -1.90634 0.26060 -2.82601
8 H -1.13494 1.65026 1.05285
9 H -1.15657 -0.19777 1.36821
10 H 1.40925 -0.20836 -1.17988
11 H 1.02215 1.57039 -1.16426
12 H -0.49794 -2.70970 0.12531
13 H -1.64516 -1.70292 0.62128
14 H 1.18007 1.52450 1.20340
15 H -1.40730 -2.39905 -1.08085

*Q*
An isolated ion of composition C3H8N3O and charge +1, computed with the ωB97M-V functional and the def2-TZVPD basis.

## Properties
E_LUMO (spin up / spin down), eV: -6.674 / -4.373
Molar mass, g/mol: 102.1
Charge: +1
E_HOMO (spin up / spin down), eV: -12.8 / -14.3
Frontier orbital gap (spin up / spin down), hartree: 0.225 / 0.366

CARTESIAN COORDINATES (ANGSTROEM)
1 C 0.96649 -0.63126 0.88145
2 C 0.21770 1.08128 -0.75097
3 C -1.13614 0.46679 -1.06424
4 N 0.91692 0.65739 0.46057
5 N -1.01918 -0.92306 -1.17068
6 N 1.78052 -0.99196 1.78741
7 O -1.95738 -1.70653 -0.66323
8 H 0.84511 0.68980 -1.67206
9 H 0.25304 2.09896 -0.72188
10 H -1.94993 0.85600 -0.37528
11 H -1.50128 0.83931 -2.04104
12 H 1.09968 1.34523 1.13074
13 H 2.51840 -0.39277 2.37941
14 H 1.75111 -1.97840 2.18754
15 H -2.78507 -1.41079 -0.36773

Relative energies with respect to the most stable structure, expressed in kJ/mol: *P* 90.4; *Q* 0.0.

*P*
An isolated ion of composition C3H10N2S2 and charge -1, computed with the ωB97M-V functional and the def2-TZVPD basis.

## Properties
E_LUMO (spin up / spin down), eV: 3.795 / 3.652
2S+1: 2
Molar mass, g/mol: 138.3
Charge: -1
E_HOMO (spin up / spin down), eV: -1.0 / -3.5
Frontier orbital gap (spin up / spin down), hartree: 0.177 / 0.264
Expectation value of S²: 0.75

CARTESIAN COORDINATES (ANGSTROEM)
1 S -1.07240 -1.07211 -2.47192
2 S -1.29440 0.77215 -1.01956
3 C -0.75086 0.06360 0.54000
4 C 0.60210 0.55150 1.04886
5 C 0.89716 -0.06480 2.42356
6 N 2.30626 0.11011 2.86553
7 N 1.72766 0.27752 0.17063
8 H -2.40346 -1.01243 -2.40161
9 H -1.57502 0.30028 1.22854
10 H -0.74477 -1.03250 0.66034
11 H 0.60373 1.64310 1.14881
12 H 0.22339 0.30245 3.19923
13 H 0.72054 -1.14520 2.31892
14 H 2.75052 -0.79318 2.94970
15 H 2.73445 0.57753 2.07009
16 H 1.56738 0.57807 -0.78424
17 H 1.96178 -0.70889 0.11764

*Q*
A 2-piece molecular cluster, C3H10N2S2 overall, computed with the ωB97M-V functional and the def2-TZVPD basis.

## Properties
E_LUMO (spin up / spin down), eV: 3.627 / 3.641
2S+1: 2
Molar mass, g/mol: 138.3
Charge: -1
E_HOMO (spin up / spin down), eV: 0.3 / -4.0
Frontier orbital gap (spin up / spin down), hartree: 0.123 / 0.281
Expectation value of S²: 0.75

CARTESIAN COORDINATES (ANGSTROEM)
1 C 1.15057 1.01531 1.54468
2 C 0.36086 1.54931 0.60050
3 N -0.99007 1.88944 0.63782
4 N 2.48895 0.67141 1.26273
5 H 0.82372 0.88416 2.57057
6 H 0.86081 1.75418 -0.34484
7 H -1.46092 1.40553 -0.12547
8 H -1.14128 2.86098 0.33398
9 H 2.62722 -0.33896 1.33813
10 H 3.10634 1.10341 1.94651
11 C -0.60529 -1.83664 -2.20861
12 S -2.12622 -1.07934 -1.55785
13 S -1.74050 -1.46956 0.51127
14 H 0.24412 -1.11628 -2.13385
15 H -0.90380 -2.01733 -3.27006
16 H -0.14281 -2.73119 -1.76023
17 H -2.55170 -2.54441 0.65470

Relative energies with respect to the most stable structure, expressed in kJ/mol: *P* 0.0; *Q* 180.4.

*P*
An isolated ion of composition CH4NO3S and charge -1, computed with the ωB97M-V functional and the def2-TZVPD basis.

## Properties
E_LUMO, eV: 4.166
Molar mass, g/mol: 110.1
Charge: -1
E_HOMO, eV: -4.7
Frontier orbital gap, hartree: 0.327
SMILES: CO[S@](=N)(=O)[O-]

CARTESIAN COORDINATES (ANGSTROEM)
1 C 1.56106 -0.01300 0.10223
2 O 0.40932 0.46592 -0.48705
3 S -1.10242 0.09904 0.15362
4 N -1.98783 0.76690 -0.86172
5 O -1.28765 0.77234 1.44016
6 O -1.07447 -1.47938 0.35533
7 H 1.36564 -0.82725 0.84234
8 H 2.16069 0.77854 0.55921
9 H 2.08194 -0.71237 -0.47506
10 H -2.12628 0.14926 -1.62906

*Q*
A 2-piece molecular cluster, CH4NO3S overall, computed with the ωB97M-V functional and the def2-TZVPD basis.

## Properties
E_LUMO (spin up / spin down), eV: 3.413 / 2.827
Molar mass, g/mol: 110.1
Charge: -1
E_HOMO (spin up / spin down), eV: -4.5 / -1.2
Frontier orbital gap (spin up / spin down), hartree: 0.292 / 0.146

CARTESIAN COORDINATES (ANGSTROEM)
1 C -1.00683 0.58605 -0.44637
2 N -2.06640 -1.35185 0.50737
3 O 3.57724 1.19148 0.09459
4 O 3.78300 -1.22423 -0.28313
5 O -1.92879 0.07205 0.51754
6 S 2.95943 -0.12645 0.26082
7 H -0.71514 -0.14362 -1.16157
8 H -0.18341 0.90273 0.10911
9 H -1.61830 1.37354 -0.81221
10 H -2.80080 -1.27968 1.21385

Relative energies with respect to the most stable structure, expressed in kJ/mol: *P* 0.0; *Q* 247.3.

*P*
An isolated ion of composition C5H15N3 and charge +2, computed with the ωB97M-V functional and the def2-TZVPD basis.

## Properties
E_LUMO, eV: -6.018
Molar mass, g/mol: 117.2
Charge: +2
E_HOMO, eV: -18.0
Frontier orbital gap, hartree: 0.440
SMILES: [NH2+]=CNCCCC[NH3+]

CARTESIAN COORDINATES (ANGSTROEM)
1 N -0.13921 0.47947 -4.46909
2 C -0.12583 0.04511 -3.24039
3 N 0.70353 0.44471 -2.30232
4 C 0.67880 -0.21908 -0.99647
5 C 0.06760 0.55639 0.13747
6 C 0.53763 0.06388 1.58255
7 C -0.65714 -0.60497 2.29028
8 N -0.63316 -0.41275 3.80175
9 H -0.89010 0.24270 -5.09990
10 H 0.58904 1.04778 -4.88814
11 H -0.83861 -0.68366 -2.88468
12 H 1.44359 1.13099 -2.34214
13 H 1.63903 -0.69449 -0.78108
14 H 0.14565 -1.18743 -1.04310
15 H -1.00294 0.75341 0.10400
16 H 0.41537 1.59692 0.10282
17 H 0.81436 0.99519 2.08269
18 H 1.44531 -0.51307 1.43005
19 H -0.65248 -1.67608 2.10756
20 H -1.57800 -0.19521 1.89946
21 H -0.19833 -1.20645 4.27693
22 H -1.61928 -0.37564 4.07205
23 H -0.14485 0.41228 4.15969

*Q*
An isolated ion of composition C5H15N3 and charge +2, computed with the ωB97M-V functional and the def2-TZVPD basis.

## Properties
E_LUMO, eV: -8.736
Molar mass, g/mol: 117.2
Charge: +2
E_HOMO, eV: -18.9
Frontier orbital gap, hartree: 0.373
SMILES: C/C=[NH+]/C[N@@H+](C)NC

CARTESIAN COORDINATES (ANGSTROEM)
1 C 3.02964 0.29453 0.51595
2 C 1.78928 0.35741 -0.27791
3 N 1.19200 -0.79681 -0.42205
4 C -0.07154 -0.73926 -1.09975
5 N -1.21548 -0.50401 -0.10566
6 C -1.59068 -1.68144 0.79713
7 N -1.02604 0.80616 0.51805
8 C -1.62884 1.89251 -0.27816
9 H 3.34958 -0.60912 0.95917
10 H 3.02235 1.04770 1.44681
11 H 3.85405 0.78302 -0.24567
12 H 1.50490 1.25797 -0.91721
13 H 1.46982 -1.50082 0.21695
14 H -0.16825 -0.01052 -1.89883
15 H -0.08408 -1.69626 -1.79625
16 H -2.15095 -0.53220 -0.56489
17 H -2.21491 -1.25371 1.47997
18 H -2.01827 -2.49396 0.07419
19 H -0.62183 -2.03533 1.33318
20 H -1.36157 0.97329 1.45430
21 H -2.58358 1.60501 -0.48534
22 H -1.51214 2.86600 0.38096
23 H -0.96348 1.96986 -1.08492

Relative energies with respect to the most stable structure, expressed in kJ/mol: *P* 0.0; *Q* 492.8.

*P*
A 5-piece molecular cluster, CH11O4S overall, computed with the ωB97M-V functional and the def2-TZVPD basis.

## Properties
E_LUMO, eV: 3.352
Molar mass, g/mol: 119.2
Charge: -1
E_HOMO, eV: -3.1
Frontier orbital gap, hartree: 0.236

CARTESIAN COORDINATES (ANGSTROEM)
1 C 1.09855 0.80704 -1.80353
2 S -0.31325 1.80584 -2.23908
3 H 1.79512 0.75725 -2.60320
4 H 1.66122 1.23836 -0.95970
5 H 0.90632 -0.33931 -1.51311
6 H -1.07305 -0.83821 -1.52676
7 H -1.58390 -0.68265 -0.26852
8 O -1.74048 -1.29314 -0.96584
9 H -0.26394 1.35098 0.26947
10 H -0.61958 2.19839 1.40940
11 O -0.46702 1.21866 1.23832
12 H 0.84439 -1.51872 0.98264
13 H 1.87829 -0.35988 0.90435
14 O 1.76878 -1.30382 0.67892
15 H -1.96198 -1.40163 2.18720
16 H -0.88820 -0.37995 1.87969
17 O -1.04128 -1.25922 2.32975

*Q*
A 5-piece molecular cluster, CH11O4S overall, computed with the ωB97M-V functional and the def2-TZVPD basis.

## Properties
E_LUMO, eV: 3.731
Molar mass, g/mol: 119.2
Charge: -1
E_HOMO, eV: -3.9
Frontier orbital gap, hartree: 0.279

CARTESIAN COORDINATES (ANGSTROEM)
1 C 0.21203 -0.86004 1.82409
2 S 0.47434 -2.12021 0.62735
3 H 0.23464 -1.38782 2.86865
4 H -0.82932 -0.35673 1.90588
5 H 1.03935 -0.17404 1.78193
6 H 1.07749 -0.85882 -0.95768
7 H 2.39237 -0.15100 -0.85681
8 O 1.69800 -0.26071 -1.62174
9 H -1.72374 -1.58710 -2.05507
10 H -1.16684 -1.38780 -0.64552
11 O -1.86466 -1.02458 -1.28231
12 H -0.26077 2.33692 0.24061
13 H -0.31214 1.57380 1.52910
14 O -0.20592 2.49691 1.20629
15 H 0.54763 1.36646 -1.56719
16 H -0.90890 0.78140 -1.53057
17 O -0.40356 1.61335 -1.46700

Relative energies with respect to the most stable structure, expressed in kJ/mol: *P* 57.3; *Q* 0.0.